Version one
Computed, not measured: an isolated ion of composition C4H13N2O and charge +1, with ωB97M-V with the def2-TZVPD basis set.

Highest occupied orbital energy ... -14.9 eV
HOMO-LUMO gap ... 12.14 eV
Net charge ... +1

CARTESIAN COORDINATES (ANGSTROEM)
C: 1.0356 -1.3598 -0.1563
N: -0.0664 -0.4729 -0.4501
C: -1.2066 -1.4178 -0.7702
N: 0.1897 0.3856 -1.5840
C: -0.4456 0.3173 0.8272
C: 0.5241 1.4081 1.2212
O: 0.3350 2.5131 0.3531
H: 1.9611 -0.9123 0.2139
H: 0.6634 -2.2126 0.4022
H: 1.3971 -1.7540 -1.1037
H: -1.4239 -1.9711 0.1693
H: -2.1046 -0.7093 -0.9082
H: -1.0215 -2.1626 -1.5374
H: -0.5550 0.6076 -2.1174
H: 0.5580 1.2960 -1.3747
H: -1.4062 0.8406 0.9146
H: -0.5084 -0.4736 1.6159
H: 0.2346 1.5002 2.2907
H: 1.5831 1.1481 1.2002
H: 0.2564 3.4294 0.7938

Mulliken population analysis, charges in e, atoms 1 to 2:
1. C -0.83
2. N 0.66

=====

Version two
Computed, not measured: a 2-piece molecular cluster, C4H13N2O overall, with ωB97M-V with the def2-TZVPD basis set.

Highest occupied orbital energy ... -13.8 eV
HOMO-LUMO gap ... 10.56 eV
Net charge ... +1

CARTESIAN COORDINATES (ANGSTROEM)
C: -0.8672 0.0165 2.7990
C: 0.4051 0.0617 1.9311
C: 0.2404 -0.0589 0.4295
C: -0.0971 1.0134 -0.2837
N: -0.6515 1.0370 -1.6643
N: 0.2897 -1.3342 -0.1952
H: -1.5348 -0.7749 2.4720
H: -0.5121 -0.0579 3.8250
H: -1.3847 0.9773 2.7931
H: 0.9391 0.9820 2.1752
H: 1.0319 -0.7722 2.2554
H: 0.1168 2.0022 0.0974
H: -0.7795 2.0282 -1.8651
H: -1.5702 0.6095 -1.6870
H: -0.0197 0.6835 -2.4017
H: -0.3402 -1.9034 0.3541
H: 1.1620 -1.8014 -0.2865
H: 0.8976 -1.0852 -4.2959
H: 1.6704 -1.0545 -2.9785
O: 1.0041 -0.5686 -3.4740

Mulliken population analysis, charges in e, atoms 1 to 2:
1. C -0.96
2. C -0.76

=====

Version three
Computed, not measured: a 2-piece molecular cluster, C4H13N2O overall, with ωB97M-V with the def2-TZVPD basis set.

Highest occupied orbital energy ... -14.4 eV
HOMO-LUMO gap ... 10.78 eV
Net charge ... +1

CARTESIAN COORDINATES (ANGSTROEM)
C: -1.5937 -0.1547 -0.5966
O: -1.2246 0.7611 -1.6510
C: -0.6292 -1.3164 -0.4440
C: -0.9441 -2.1904 0.7587
H: -1.6801 0.4517 0.3077
H: -2.6006 -0.5354 -0.7903
H: -1.1125 0.1969 -2.4264
H: -0.6584 -1.8939 -1.3723
H: 0.3857 -0.8951 -0.4030
H: -1.9749 -2.5376 0.6898
H: -0.2766 -3.0440 0.8360
H: -0.8645 -1.6117 1.6827
N: 0.6639 2.0473 -0.0315
C: 1.8058 1.4249 0.0490
N: 2.6106 1.4318 1.0949
H: 0.3110 2.5807 0.7529
H: 0.0176 1.8031 -0.7818
H: 2.0968 0.8352 -0.8136
H: 3.2692 0.6811 1.2140
H: 2.3986 1.9656 1.9251

Mulliken population analysis, charges in e, atoms 1 to 2:
1. C -0.65
2. O -0.60

=====

Version four
Computed, not measured: a 2-piece molecular cluster, C4H13N2O overall, with ωB97M-V with the def2-TZVPD basis set.

Highest occupied orbital energy ... -13.1 eV
HOMO-LUMO gap ... 9.72 eV
Net charge ... +1

CARTESIAN COORDINATES (ANGSTROEM)
C: -1.3995 -0.9550 1.1063
C: -1.1275 -1.0839 -0.4327
C: -0.1100 -0.1166 -0.9847
C: 0.6821 -0.3682 -2.0366
N: -0.2565 1.3541 -0.6170
N: -0.1871 -0.8402 1.8786
H: -2.1843 -0.1951 1.2694
H: -1.9331 -1.8331 1.5622
H: -2.0115 -1.0806 -0.9048
H: -0.7222 -2.1296 -0.4162
H: 0.6172 -1.3634 -2.5712
H: 1.1434 0.3705 -2.5554
H: -0.5122 1.3884 0.3393
H: -1.0981 1.8803 -1.0394
H: 0.5550 1.7893 -0.7895
H: -0.1566 -0.1661 2.4965
H: 0.2156 -1.6737 2.3356
H: 2.3509 0.6377 0.1971
H: 2.4432 1.7008 1.3386
O: 2.0159 1.5274 0.4990

Mulliken population analysis, charges in e, atoms 1 to 2:
1. C -0.83
2. C -0.67

=====

version three takes first place; second place is 0.962 eV up.

=====

Version one
Computed, not measured: a 2-piece molecular cluster, C4H13N2O overall, with ωB97M-V with the def2-TZVPD basis set.

Highest occupied orbital energy ... -11.6 eV
HOMO-LUMO gap ... 8.29 eV
Net charge ... +1

CARTESIAN COORDINATES (ANGSTROEM)
C: 0.7778 1.3979 0.8355
C: 0.6895 -0.0055 1.4102
C: 0.6046 -1.0840 0.2854
C: 1.1872 -0.9755 -0.9619
N: 0.8389 -1.8893 -2.0176
N: -0.6766 1.9168 0.7298
H: 1.0615 1.4079 -0.2650
H: 1.5238 2.0584 1.3760
H: 1.6420 -0.0757 2.0184
H: -0.0956 -0.2559 2.2292
H: 0.0162 -1.8435 0.4538
H: 2.0086 -0.2668 -1.3927
H: 0.5935 -2.8351 -2.0370
H: 1.0231 -1.5301 -2.9052
H: -0.7761 2.9327 0.3294
H: -1.3378 1.1858 0.2968
H: -1.0488 1.8841 1.6220
H: -2.0960 -0.4154 -1.1109
H: -3.2501 -1.1413 -0.5825
O: -2.6859 -0.4656 -0.3138

Mulliken population analysis, charges in e, atoms 1 to 2:
1. C -0.52
2. C -0.58

=====

Version two
Computed, not measured: a 2-piece molecular cluster, C4H13N2O overall, with ωB97M-V with the def2-TZVPD basis set.

Highest occupied orbital energy ... -14.8 eV
HOMO-LUMO gap ... 11.63 eV
Net charge ... +1

CARTESIAN COORDINATES (ANGSTROEM)
C: -1.4411 2.2531 0.8835
C: -0.1959 1.8577 0.0880
C: -0.1907 0.4410 -0.4862
N: 0.7379 -2.1310 0.6433
C: -0.4879 -1.6778 0.7555
N: -0.9463 -0.5374 0.2974
H: -1.5950 1.6135 1.7540
H: -1.3825 3.2936 1.1776
H: -2.3413 2.1632 0.2604
H: 0.6920 2.0355 0.7027
H: -0.0563 2.5808 -0.7046
H: 0.8449 0.1366 -0.6140
H: -0.6420 0.4331 -1.4827
H: 0.8626 -3.1310 0.6769
H: 1.5070 -1.5533 0.3401
H: -1.2400 -2.3301 1.1715
H: -1.8280 -0.2327 0.6829
H: 3.1933 -2.1344 -1.7571
H: 2.0800 -1.5320 -2.6442
O: 2.4293 -1.5482 -1.7451

Mulliken population analysis, charges in e, atoms 1 to 2:
1. C -1.33
2. C -0.39

=====

Version three
Computed, not measured: an isolated ion of composition C4H13N2O and charge +1, with ωB97M-V with the def2-TZVPD basis set.

Highest occupied orbital energy ... -13.8 eV
HOMO-LUMO gap ... 10.60 eV
Net charge ... +1

CARTESIAN COORDINATES (ANGSTROEM)
N: -0.1214 1.3175 0.0117
C: -0.4661 -0.1086 -0.2665
C: -1.9182 -0.3587 0.0459
O: -2.6805 0.5600 -0.6637
C: 0.4833 -1.0160 0.5059
C: 1.9649 -0.9939 0.0748
N: 2.5277 0.4074 0.2179
H: -0.4485 1.8182 -0.8064
H: -0.5473 1.7171 0.8277
H: -0.3395 -0.2782 -1.3424
H: -2.0756 -0.3489 1.1379
H: -2.2119 -1.3968 -0.1877
H: -3.6329 0.4779 -0.6866
H: 0.3596 -0.6928 1.5479
H: 0.2839 -2.0916 0.4678
H: 2.4338 -1.6032 0.8482
H: 2.0249 -1.4588 -0.9056
H: 1.7008 1.1020 0.1032
H: 2.9790 0.5317 1.1243
H: 3.3231 0.5408 -0.4099

Mulliken population analysis, charges in e, atoms 1 to 2:
1. N -0.66
2. C 0.38

=====

version two takes first place; second place is 0.658 eV up.

=====

Version one
Computed, not measured: a 2-piece molecular cluster, C5H10O3 overall, with ωB97M-V with the def2-TZVPD basis set.

Highest occupied orbital energy ... -9.3 eV
HOMO-LUMO gap ... 10.02 eV
Net charge ... 0

CARTESIAN COORDINATES (ANGSTROEM)
O: 0.1595 -0.5347 -1.9538
C: -0.4451 -0.4531 -0.8874
O: -1.0550 -1.5242 -0.2871
C: -1.6419 0.8367 -0.9402
O: -1.2674 1.6749 -1.9661
H: -0.6306 -2.3191 -0.6412
H: -2.5363 0.2418 -1.1536
H: -1.8051 1.3882 -0.0091
H: -0.6744 1.1444 -2.5382
C: 2.1161 0.1589 0.1968
C: 0.9004 0.0564 0.7028
C: 0.5123 -0.3212 2.0922
H: 2.2667 0.4494 -0.8339
H: 2.9910 -0.1226 0.7706
H: -0.1015 0.5996 0.0693
H: -0.1087 -1.2175 2.1024
H: 1.3951 -0.5205 2.7010
H: -0.0752 0.4626 2.5755

Mulliken population analysis, charges in e, atoms 1 to 2:
1. O -0.67
2. C 0.70

=====

Version two
Computed, not measured: one molecule with the formula C5H10O3, with ωB97M-V with the def2-TZVPD basis set.

Highest occupied orbital energy ... -9.2 eV
HOMO-LUMO gap ... 9.98 eV
Net charge ... 0

CARTESIAN COORDINATES (ANGSTROEM)
C: 0.3278 -0.7492 -1.7994
C: 0.8860 -0.3301 -0.6850
C: 0.8062 0.7064 0.2853
C: -0.9038 0.8399 0.7415
C: -1.8823 -0.2808 0.4980
O: -1.4806 2.0301 0.2437
O: 2.5270 -0.6394 -0.3824
O: 2.5581 -1.6245 0.6848
H: -0.6453 -0.3812 -2.1085
H: 0.8483 -1.4434 -2.4501
H: 1.2818 0.5197 1.2504
H: 1.1105 1.6758 -0.1121
H: -0.7698 0.9574 1.8222
H: -2.8052 -0.0971 1.0608
H: -2.2124 -0.3231 -0.5429
H: -1.4861 -1.2415 0.8327
H: -0.9343 2.7832 0.5137
H: 2.7742 -2.4023 0.1472

Mulliken population analysis, charges in e, atoms 1 to 2:
1. C -0.78
2. C 0.49

=====

Version three
Computed, not measured: C5H10O3 as an isolated structure, with ωB97M-V with the def2-TZVPD basis set.

Highest occupied orbital energy ... -9.0 eV
HOMO-LUMO gap ... 9.48 eV
Net charge ... 0

CARTESIAN COORDINATES (ANGSTROEM)
C: 0.9930 1.6892 -0.1778
C: 0.3308 -0.4275 0.2288
C: 1.3780 -1.3956 0.0843
C: -0.9006 -0.7132 -0.3221
C: -2.1887 0.2013 -0.3380
H: -0.0760 1.7703 -0.5932
H: 1.3064 2.6229 0.3258
H: 1.6848 1.5060 -0.8375
H: 1.4854 -2.2688 -0.6543
H: 1.3286 -1.5407 1.1710
H: 2.8198 -0.2886 0.9840
H: -1.0358 -1.7001 -0.7013
H: -2.6555 0.1502 -1.4956
H: -1.9214 1.3113 -0.1389
H: -2.7722 -0.5704 1.3168
O: 0.8614 0.6467 0.8288
O: 2.5767 -0.6231 -0.1627
O: -3.2148 -0.3698 0.4818

Mulliken population analysis, charges in e, atoms 1 to 2:
1. C -0.63
2. C 0.95

=====

version one takes first place; second place is 1.662 eV up.

=====

Version one
Computed, not measured: one molecule with the formula C6H10O3, with ωB97M-V with the def2-TZVPD basis set.

Highest occupied orbital energy (spin up / spin down) ... -9.7 / -10.0 eV
HOMO-LUMO gap (spin up / spin down) ... 8.71 / 9.20 eV
Net charge ... 0

CARTESIAN COORDINATES (ANGSTROEM)
C: -0.0282 -0.4056 0.1185
C: 0.5934 0.6912 -0.8081
C: 0.7875 2.0637 -0.3501
C: -0.1233 -1.6878 -0.7221
C: 0.8731 -0.6183 1.3355
C: -1.4142 0.0285 0.5583
O: 1.8592 0.6158 -1.1877
O: -2.1746 0.4518 -0.4879
O: -1.8441 -0.0039 1.6812
H: -3.0321 0.7374 -0.1354
H: -0.1042 0.9049 -1.6668
H: 1.6543 2.4020 0.2061
H: 0.0908 2.8358 -0.6622
H: -0.4639 -2.5214 -0.1069
H: 1.8862 -0.8283 0.9968
H: -0.8167 -1.5671 -1.5546
H: 0.8664 -1.9117 -1.1209
H: 0.5071 -1.4526 1.9325
H: 0.8834 0.2655 1.9737

Mulliken population analysis, charges in e, atoms 1 to 2:
1. C 1.97
2. C 0.42

=====

Version two
Computed, not measured: one molecule with the formula C6H10O3, with ωB97M-V with the def2-TZVPD basis set.

Highest occupied orbital energy ... -9.4 eV
HOMO-LUMO gap ... 10.39 eV
Net charge ... 0

CARTESIAN COORDINATES (ANGSTROEM)
C: 2.3950 -0.0991 0.0590
C: 0.9975 -0.4234 0.4489
O: 0.4115 -1.0860 -0.6840
C: -0.9782 -1.1287 -0.4926
C: -1.5146 0.2069 -1.0116
C: -0.8339 1.3000 -0.1576
C: -0.1294 0.5643 0.9381
O: -1.1646 -0.1844 1.5343
O: -1.2420 -1.4437 0.9038
H: 2.3700 0.8495 -0.5300
H: 2.7897 -0.8862 -0.6261
H: 2.8766 0.0326 1.0615
H: 1.0280 -1.2211 1.1867
H: -1.4810 -1.9779 -0.9947
H: -2.5452 0.2920 -0.9504
H: -1.2510 0.2491 -2.1062
H: -1.6599 1.7383 0.3865
H: -0.2122 2.0077 -0.7216
H: 0.1438 1.2101 1.7561

Mulliken population analysis, charges in e, atoms 1 to 2:
1. C -1.27
2. C 0.15

=====

Version three
Computed, not measured: one molecule with the formula C6H10O3, with ωB97M-V with the def2-TZVPD basis set.

Highest occupied orbital energy ... -8.1 eV
HOMO-LUMO gap ... 8.70 eV
Net charge ... 0

CARTESIAN COORDINATES (ANGSTROEM)
C: 0.9916 -0.5145 -2.2851
C: 0.7761 0.2052 -0.9792
O: 1.5104 1.3589 -0.8851
C: 0.3778 -0.4768 0.1637
O: -0.1082 -1.7433 0.0975
C: -0.1775 0.3403 1.2626
C: -0.9041 -0.3941 2.3649
C: -1.0499 1.1162 0.1169
O: -0.8620 2.3035 -0.1077
H: 0.0635 -0.9390 -2.6767
H: 1.7296 -1.3140 -2.1916
H: 1.3811 0.1926 -3.0135
H: 0.9273 2.0629 -0.5286
H: 0.0134 -2.1030 -0.7877
H: 0.5501 1.0709 1.6131
H: -0.2196 -1.0576 2.8951
H: -1.3109 0.3224 3.0770
H: -1.7052 -1.0104 1.9623
H: -1.9837 0.5799 -0.0979

Mulliken population analysis, charges in e, atoms 1 to 2:
1. C -1.78
2. C 0.85

=====

version three takes first place; second place is 0.941 eV up.

=====

Version one
Computed, not measured: one molecule with the formula C6H10O3, with ωB97M-V with the def2-TZVPD basis set.

Highest occupied orbital energy ... -8.6 eV
HOMO-LUMO gap ... 9.20 eV
Net charge ... 0

CARTESIAN COORDINATES (ANGSTROEM)
C: -1.8339 -1.5107 -0.1138
C: -1.2924 -0.1157 -0.2312
O: -1.4906 0.6219 -1.1752
C: -0.6938 0.5760 1.0986
O: -0.6632 1.9484 0.9312
C: 0.6006 -0.1559 0.9514
C: 1.4478 -0.0389 -0.0931
C: 1.5540 1.1209 -1.0277
O: 2.4843 -0.9162 -0.2541
H: -1.6465 -1.9424 0.8678
H: -2.9123 -1.4802 -0.2932
H: -1.3921 -2.1368 -0.8963
H: -1.2201 0.2953 2.0122
H: -0.8842 2.1128 -0.0067
H: 0.6950 -1.0215 1.5961
H: 2.5308 1.1018 -1.5136
H: 0.7839 1.0511 -1.8024
H: 1.4439 2.0690 -0.4959
H: 2.4884 -1.5786 0.4460

Mulliken population analysis, charges in e, atoms 1 to 2:
1. C -1.24
2. C 0.84

=====

Version two
Computed, not measured: a 3-piece molecular cluster, C6H10O3 overall, with ωB97M-V with the def2-TZVPD basis set.

Highest occupied orbital energy ... -8.9 eV
HOMO-LUMO gap ... 9.40 eV
Net charge ... 0

CARTESIAN COORDINATES (ANGSTROEM)
O: 2.2623 -0.3014 0.0014
C: 1.1132 0.4068 0.2631
C: 0.3911 1.0163 -0.7583
C: -0.7621 1.7402 -0.4382
C: -1.1646 1.8929 0.8780
C: -0.4634 1.2360 1.8753
C: 0.6986 0.5345 1.5902
H: 2.0528 -0.9469 -0.6974
H: 0.6985 0.9648 -1.7859
H: -1.2611 2.2226 -1.2643
H: -1.9789 2.5841 1.0707
H: -0.7359 1.3573 2.9230
H: 1.4079 0.0781 2.2859
O: 1.1813 -2.0866 -1.8410
H: 1.0406 -2.8382 -1.2475
H: 0.2612 -1.9139 -2.0861
O: -1.3675 -2.3018 -0.2632
H: -2.2342 -2.1853 -0.6659
H: -1.1396 -1.4595 0.1602

Mulliken population analysis, charges in e, atoms 1 to 2:
1. O -0.58
2. C 0.25

=====

version two takes first place; second place is 1.333 eV up.

=====

Version one
Computed, not measured: a 2-piece molecular cluster, C6H10O3 overall, with ωB97M-V with the def2-TZVPD basis set.

Highest occupied orbital energy (spin up / spin down) ... -7.2 / -7.2 eV
HOMO-LUMO gap (spin up / spin down) ... 7.49 / 7.48 eV
Net charge ... 0

CARTESIAN COORDINATES (ANGSTROEM)
C: 1.0115 -1.3681 -0.7340
C: -1.7802 0.9181 1.6943
C: 0.4746 1.3939 -1.2610
C: -1.1917 -0.8912 0.0101
C: -0.9666 0.3029 0.5880
C: 0.2769 0.8080 0.0984
O: 1.2823 -2.1525 0.3705
O: 2.1846 -0.9299 -1.2905
O: -1.5867 -2.0164 0.0292
H: 0.5098 -2.6984 0.5687
H: 2.8041 -0.7352 -0.5742
H: 0.4342 -1.8573 -1.5210
H: 0.9131 1.2649 0.8641
H: -2.4296 0.1842 2.1727
H: -2.4013 1.7441 1.3362
H: -1.1033 1.3271 2.4508
H: -0.1715 0.9226 -1.9992
H: 0.2325 2.4648 -1.2011
H: 1.5073 1.3182 -1.6019

Mulliken population analysis, charges in e, atoms 1 to 2:
1. C -0.19
2. C -1.35

=====

Version two
Computed, not measured: one molecule with the formula C6H10O3, with ωB97M-V with the def2-TZVPD basis set.

Highest occupied orbital energy ... -9.4 eV
HOMO-LUMO gap ... 9.87 eV
Net charge ... 0

CARTESIAN COORDINATES (ANGSTROEM)
O: 0.7317 -1.5047 -1.5253
C: 0.0690 -1.3841 -0.3470
C: 0.4914 0.0472 0.2334
C: 1.4179 -0.0202 1.6344
C: -0.2119 0.1882 1.5661
O: -1.5963 -0.1691 1.2419
C: -1.6719 0.4523 -0.2420
C: -0.1188 1.1680 -0.4405
O: 0.2685 1.4328 -1.8873
H: 0.7593 -2.3366 -2.2181
H: -1.0545 -1.6122 -0.4627
H: 0.5259 -2.0096 0.4336
H: 1.7245 1.0752 2.0347
H: 2.2058 -0.8175 1.5115
H: -0.0711 1.4166 1.7935
H: -2.3284 1.2895 -0.1393
H: -1.9025 -0.0753 -1.1745
H: -0.0490 2.0618 0.1154
H: 0.8104 0.7976 -2.1279

Mulliken population analysis, charges in e, atoms 1 to 2:
1. O -0.54
2. C -0.46

=====

version one takes first place; second place is 4.216 eV up.